ORCA calculation (ωB97M-V/def2-TZVPD) on a molecular structure, C3H5NO in a non-equilibrium geometry.

Each line ends with the Löwdin charge.
Positions of all 10 atoms, in Å:
O (-1.66533, -0.69516, 0.50396)  -0.0104
N (-0.25375, 1.04077, -0.36747)  0.0097
C (0.94380, 0.91794, 0.15200)  -0.1485
C (-0.51958, -0.35713, -0.27279)  -0.4003
C (0.78727, -0.38745, 0.46337)  -0.0336
H (1.77532, 1.60904, 0.30571)  0.1216
H (-1.49180, -1.60105, 0.80121)  0.0927
H (1.38239, -1.15406, 0.93320)  0.0825
H (-0.42102, 1.47690, -1.26702)  0.1337
H (-0.53729, -0.84979, -1.25215)  0.1524

Output
Kohn-Sham gap (eV): 9.069
F_max (eV/Å): 6.8
Calculated total energy (eV): -6727.005